{
  "formula": "C33H50N3PPdSb2",
  "method": "wB97M-V/def2-TZVPD",
  "symbols": ["Pd", "C", "Sb", "C", "C", "C", "C", "C", "C", "C", "C", "C", "Sb", "C", "C", "H", "H", "H", "H", "H", "H", "H", "H", "H", "H", "H", "H", "H", "H", "H", "H", "H", "H", "H", "H", "N", "C", "C", "C", "C", "C", "C", "N", "C", "C", "C", "C", "N", "C", "C", "H", "H", "H", "H", "H", "H", "H", "H", "H", "C", "C", "C", "P", "C", "C", "C", "C", "C", "C", "H", "H", "H", "H", "H", "H", "H", "H", "H", "H", "H", "H", "H", "H", "H", "H", "H", "H", "H", "H", "H"],
  "positions_angstrom": [[0.234, -1.339, -0.494], [3.038, 2.113, 0.502], [1.339, 0.839, 0.678], [1.882, -0.091, 2.508], [-0.212, 2.216, 1.301], [-0.469, 1.996, 2.762], [0.301, 2.686, 3.697], [0.178, 2.447, 5.057], [-0.728, 1.495, 5.503], [-1.515, 0.820, 4.583], [-1.407, 1.060, 3.212], [-2.347, 0.345, 2.275], [-1.603, -1.470, 1.383], [-3.441, -2.287, 0.698], [-1.414, -2.649, 3.136], [3.231, 2.468, 1.516], [2.821, 2.948, -0.164], [3.894, 1.554, 0.130], [1.989, 0.661, 3.290], [2.835, -0.593, 2.341], [1.135, -0.824, 2.805], [-1.066, 2.038, 0.652], [0.196, 3.203, 1.087], [1.008, 3.432, 3.346], [0.780, 3.004, 5.765], [-0.843, 1.300, 6.562], [-2.255, 0.111, 4.938], [-2.697, 0.970, 1.454], [-3.222, -0.018, 2.818], [-4.095, -2.340, 1.570], [-3.268, -3.288, 0.308], [-3.906, -1.675, -0.070], [-2.279, -2.400, 3.752], [-0.499, -2.432, 3.684], [-1.453, -3.702, 2.868], [-3.220, 4.682, -2.738], [-3.178, 5.927, -3.332], [-4.086, 6.986, -3.361], [-3.701, 8.091, -4.080], [-2.457, 8.152, -4.749], [-1.570, 7.107, -4.711], [-1.941, 5.971, -3.984], [-1.251, 4.789, -3.785], [-2.041, 4.055, -3.056], [-1.673, 2.707, -2.639], [-0.392, 2.244, -2.951], [-0.016, 0.986, -2.552], [-0.815, 0.158, -1.853], [-2.056, 0.589, -1.588], [-2.524, 1.834, -1.962], [-3.973, 4.326, -2.178], [-5.039, 6.949, -2.847], [-4.371, 8.940, -4.138], [-2.204, 9.047, -5.303], [-0.614, 7.149, -5.219], [0.277, 2.876, -3.521], [0.968, 0.607, -2.801], [-2.715, -0.109, -1.087], [-3.549, 2.096, -1.735], [3.069, -3.448, 2.284], [2.287, -4.239, 1.236], [1.149, -5.014, 1.898], [1.750, -3.235, -0.213], [0.806, -4.447, -1.256], [0.922, -4.132, -2.752], [-0.684, -4.449, -0.866], [3.276, -2.895, -1.202], [4.032, -1.633, -0.776], [4.212, -4.100, -1.290], [3.538, -4.146, 2.979], [2.403, -2.804, 2.863], [3.862, -2.834, 1.860], [2.960, -4.963, 0.769], [0.394, -4.341, 2.308], [1.559, -5.587, 2.733], [0.668, -5.723, 1.227], [1.233, -5.434, -1.069], [0.697, -3.085, -2.962], [0.196, -4.729, -3.307], [1.908, -4.356, -3.158], [-1.179, -3.566, -1.283], [-0.859, -4.460, 0.208], [-1.182, -5.320, -1.296], [2.875, -2.698, -2.197], [4.453, -1.710, 0.228], [3.391, -0.753, -0.818], [4.865, -1.459, -1.461], [4.777, -4.234, -0.365], [4.934, -3.936, -2.093], [3.685, -5.031, -1.512]],
  "forces_ev_per_angstrom": [[0.4, 0.2, -0.4], [0.0, 0.0, -0.3], [0.0, -0.3, 0.6], [0.1, 0.1, 0.0], [0.2, -0.2, 0.0], [0.0, 0.1, -0.1], [0.1, 0.1, 0.0], [0.0, 0.0, 0.0], [0.0, 0.0, 0.0], [-0.1, 0.0, 0.0], [-0.2, -0.1, 0.0], [0.2, 0.0, 0.0], [-0.1, 0.0, 0.3], [0.0, 0.0, 0.0], [0.0, 0.1, 0.0], [0.0, 0.0, -0.1], [0.0, -0.1, 0.0], [0.0, 0.0, 0.0], [0.0, 0.0, 0.0], [0.0, 0.0, 0.0], [0.0, 0.0, 0.0], [-0.1, 0.1, 0.0], [-0.1, 0.0, 0.1], [0.0, 0.0, 0.0], [0.0, 0.0, 0.0], [0.0, 0.0, -0.1], [0.0, 0.0, 0.0], [0.0, 0.1, 0.0], [0.0, 0.1, 0.0], [0.0, 0.0, -0.1], [0.0, 0.0, 0.0], [0.0, 0.0, 0.0], [0.1, 0.0, 0.0], [0.0, 0.0, 0.0], [0.0, 0.0, 0.0], [0.0, 0.0, 0.0], [-0.1, -0.1, 0.1], [0.0, -0.1, 0.1], [0.1, 0.1, -0.1], [-0.1, 0.1, 0.0], [0.1, 0.0, -0.1], [0.2, -0.1, 0.0], [-0.1, 0.3, -0.1], [-0.2, -0.1, 0.2], [-0.1, 0.1, 0.0], [0.1, 0.0, -0.1], [0.0, -0.1, 0.0], [-0.1, 0.0, 0.3], [0.1, 0.0, -0.2], [0.0, 0.0, 0.0], [0.0, 0.0, 0.0], [0.0, 0.0, 0.0], [0.0, 0.0, 0.0], [0.0, 0.0, 0.0], [-0.1, 0.0, 0.0], [0.0, 0.0, 0.1], [0.0, 0.0, 0.0], [0.0, 0.0, 0.1], [0.0, 0.0, 0.0], [0.0, 0.0, 0.0], [0.0, 0.1, 0.1], [0.0, 0.0, 0.1], [-0.4, 0.1, -0.3], [-0.1, 0.1, -0.1], [0.0, -0.2, 0.0], [0.1, -0.1, -0.1], [0.1, 0.1, 0.2], [0.1, -0.1, 0.0], [0.1, 0.0, 0.0], [0.0, 0.0, 0.0], [0.0, 0.0, 0.0], [0.0, 0.0, 0.0], [0.0, 0.0, 0.0], [0.1, 0.0, 0.0], [0.0, 0.0, 0.0], [0.0, 0.0, 0.0], [0.0, -0.1, 0.0], [0.0, 0.1, 0.0], [0.0, 0.0, 0.0], [0.0, 0.0, 0.0], [0.0, 0.1, 0.0], [0.0, 0.0, 0.1], [0.0, 0.0, 0.0], [0.0, 0.0, 0.0], [0.0, 0.0, 0.0], [-0.1, 0.1, 0.0], [0.0, 0.0, 0.0], [0.0, 0.0, 0.0], [0.0, 0.0, 0.1], [0.0, 0.0, 0.0]],
  "charge": 2,
  "orbital_gap_ev": [7.2, 4.6],
  "s2": 2.01,
  "homo_ev": [-12.48, -12.49],
  "spin_multiplicity": 3
}

=====

{
  "formula": "C33H50N8O11",
  "method": "wB97M-V/def2-TZVPD",
  "symbols": ["O", "N", "O", "C", "C", "C", "C", "C", "C", "H", "H", "H", "H", "H", "O", "N", "O", "C", "C", "C", "C", "C", "C", "H", "H", "H", "H", "H", "O", "N", "O", "C", "C", "C", "C", "C", "C", "H", "H", "H", "H", "H", "C", "N", "C", "C", "O", "H", "H", "H", "H", "H", "H", "H", "C", "N", "C", "C", "O", "H", "H", "H", "H", "H", "H", "H", "C", "N", "C", "C", "O", "H", "H", "H", "H", "H", "H", "H", "C", "N", "C", "C", "O", "H", "H", "H", "H", "H", "H", "H", "C", "N", "C", "C", "O", "H", "H", "H", "H", "H", "H", "H"],
  "positions_angstrom": [[-2.353, 2.535, 0.343], [-1.123, 2.205, 0.634], [-0.198, 2.915, 0.838], [-0.842, 0.721, 0.393], [-1.989, -0.240, -0.184], [-1.787, -1.709, -0.016], [-0.406, -2.127, 0.310], [0.698, -1.328, 0.559], [0.558, 0.148, 0.409], [-3.023, 0.294, -0.309], [-2.567, -2.560, -0.188], [-0.157, -3.251, 0.239], [1.662, -1.853, 0.773], [1.615, 0.553, 0.570], [-3.735, 0.565, -2.978], [-2.987, 1.360, -3.625], [-3.193, 2.607, -3.648], [-1.756, 0.922, -4.264], [-1.257, -0.529, -4.137], [0.151, -0.918, -4.703], [0.757, 0.173, -5.663], [0.338, 1.429, -5.718], [-0.826, 1.925, -4.997], [-1.901, -1.218, -3.619], [0.627, -1.968, -4.489], [1.525, -0.147, -6.369], [0.929, 2.135, -6.247], [-1.328, 2.948, -5.153], [2.566, 0.716, 2.866], [2.023, 0.655, 4.094], [1.605, -0.405, 4.603], [1.534, 1.936, 4.618], [0.585, 1.946, 5.819], [-0.054, 3.151, 6.368], [0.463, 4.569, 5.952], [1.338, 4.678, 4.766], [1.745, 3.316, 4.022], [0.332, 1.073, 6.458], [-0.717, 3.160, 7.164], [0.351, 5.375, 6.521], [1.659, 5.695, 4.186], [2.281, 3.497, 3.083], [-0.867, -5.896, -2.207], [-1.025, -6.016, -0.697], [0.166, -6.415, 0.088], [-2.139, -5.423, -0.124], [-2.200, -5.199, 1.139], [-0.588, -6.862, -2.523], [-0.191, -5.176, -2.348], [-1.773, -5.683, -2.501], [-0.190, -7.185, 0.737], [0.334, -5.584, 0.758], [1.054, -6.464, -0.511], [-2.782, -5.097, -0.903], [5.138, 0.384, -2.824], [3.918, 0.996, -3.303], [2.573, 0.653, -2.629], [3.986, 2.070, -4.030], [3.084, 2.871, -4.251], [4.984, -0.336, -1.984], [5.881, 1.139, -2.338], [5.594, -0.302, -3.654], [2.341, 1.274, -1.869], [2.631, -0.458, -2.224], [1.683, 0.663, -3.362], [4.943, 2.043, -4.519], [-2.282, -2.136, 3.750], [-2.910, -0.847, 3.468], [-4.342, -0.868, 3.086], [-2.294, 0.361, 3.606], [-2.892, 1.443, 3.476], [-1.239, -2.283, 3.029], [-2.964, -3.031, 3.717], [-2.101, -2.174, 4.763], [-4.994, 0.227, 3.273], [-4.974, -1.714, 3.796], [-4.662, -1.182, 2.172], [-1.292, 0.226, 4.014], [-5.552, 3.782, -1.313], [-5.108, 5.223, -1.681], [-4.718, 6.094, -0.626], [-5.107, 5.614, -3.041], [-4.680, 6.781, -3.365], [-4.644, 3.324, -1.333], [-6.274, 3.256, -2.132], [-6.440, 3.657, -0.444], [-4.594, 7.177, -0.984], [-3.882, 5.587, -0.124], [-5.551, 6.142, -0.003], [-5.198, 4.706, -3.873], [5.583, -2.106, -0.028], [5.815, -2.944, 1.167], [4.763, -3.104, 2.119], [7.057, -3.509, 1.274], [7.345, -4.204, 2.217], [6.543, -1.345, -0.204], [4.753, -1.614, 0.252], [5.586, -2.522, -1.063], [4.137, -3.990, 1.762], [4.134, -2.207, 2.288], [5.260, -3.567, 2.997], [7.987, -3.216, 0.737]],
  "forces_ev_per_angstrom": [[4.2, -0.6, 1.5], [-4.1, -1.9, -3.5], [0.3, 0.8, 0.8], [1.0, -3.9, -2.1], [1.1, 0.2, 3.6], [1.6, 2.2, -0.6], [-1.3, -1.8, -0.7], [-1.5, 2.0, -1.3], [-1.2, -1.4, 2.0], [2.2, -1.3, 0.1], [1.4, 2.1, 0.2], [-0.9, 1.7, 0.5], [-0.8, 1.0, -0.3], [-2.2, 0.8, -0.1], [2.2, 1.5, -2.1], [-1.5, 1.6, 1.8], [0.3, -2.9, -0.2], [5.2, -1.6, -2.2], [3.4, 2.8, -1.8], [-3.3, 3.1, -0.8], [-0.6, -5.9, 2.6], [-3.1, 2.7, 1.9], [-3.3, -2.4, 0.7], [0.1, -0.2, 0.2], [-1.2, 2.3, -0.7], [0.2, 0.0, 0.6], [0.1, 0.6, -0.6], [1.4, -1.6, 0.4], [-1.4, -0.4, 5.2], [-1.1, -0.7, -4.5], [1.7, 2.5, -0.9], [-2.1, 4.7, 2.1], [-0.2, 2.1, 0.0], [5.3, 1.8, -4.1], [2.2, -6.9, -5.0], [-0.9, -3.1, -0.6], [-0.8, 0.3, 2.9], [0.4, 0.2, -1.2], [-1.1, -0.5, 1.4], [-1.2, 3.2, 2.3], [-0.8, -2.7, 1.9], [-0.1, -0.6, 0.5], [1.2, -3.4, 5.2], [-0.6, 0.6, -1.1], [-2.1, 2.0, 0.3], [3.7, -0.3, 4.3], [-0.5, -0.8, -4.3], [0.6, -0.9, -0.9], [2.7, 2.7, -1.2], [-4.6, 1.3, -2.3], [0.7, -1.2, 0.2], [0.2, 0.4, 0.5], [0.1, -0.9, -0.4], [-1.4, 0.4, -0.3], [1.9, -1.2, 0.3], [-2.7, -2.5, 3.2], [0.8, -4.1, -3.2], [-1.0, 1.7, -1.7], [0.6, -0.5, 0.1], [-0.5, 0.7, -0.7], [-1.1, -1.2, -1.4], [-0.3, 1.6, 1.4], [-0.5, 2.2, 2.6], [0.1, 2.3, -0.8], [1.8, 0.2, 0.9], [1.0, 1.0, -0.6], [1.8, -0.7, -3.2], [-2.1, -0.1, -1.4], [-3.1, 1.4, 5.6], [-2.2, 0.7, 0.6], [1.7, -1.6, -0.1], [-3.1, 0.1, 2.3], [0.4, 1.2, -1.2], [1.5, 0.2, 2.4], [2.6, -3.2, -0.3], [2.0, 2.4, -1.5], [0.2, -0.8, -3.1], [0.6, 0.3, -0.2], [-5.7, 1.8, -1.3], [-2.4, -2.0, -3.8], [0.7, 1.2, -0.9], [2.9, 1.6, 0.1], [-2.0, -4.1, 0.7], [2.0, -2.3, 1.1], [2.2, 1.7, 1.1], [3.3, 0.8, -1.5], [0.5, -1.9, 0.3], [0.1, 0.9, 0.2], [-1.3, 0.1, 1.7], [-0.3, 2.2, 2.3], [5.5, 0.1, -0.8], [1.9, 1.1, -3.4], [-0.4, -2.8, 0.2], [0.3, 0.5, 2.1], [-0.1, -1.4, 0.9], [-2.5, -1.5, 0.9], [-2.9, 2.3, 0.0], [-0.7, -0.7, 1.0], [0.1, 1.3, 0.4], [0.7, -0.5, 0.0], [-0.5, 0.9, 0.0], [-1.4, 0.5, -1.2]],
  "charge": 0,
  "orbital_gap_ev": 6.7,
  "de_lowest_ev": 16.8471,
  "homo_ev": -8.43,
  "smiles": "O=[N+]([O-])c1ccccc1.O=[N+]([O-])c1ccccc1.O=[N+]([O-])c1ccccc1.CN(C)C=O.CN(C)C=O.CN(C)C=O.CN(C)C=O.CN(C)C=O"
}

=====

Sequential molecular weight output: 869.70; 734.81 g mol⁻¹